Entry 1:
{"formula": "C3H10NPSi", "method": "wB97M-V/def2-TZVPD", "elements": ["C", "C", "C", "N", "Si", "P", "H", "H", "H", "H", "H", "H", "H", "H", "H", "H"], "positions_angstrom": [[-1.6718, -1.0721, -0.5057], [1.4914, -1.2180, -0.5644], [0.0316, 0.3706, 1.7292], [0.2941, 2.9437, -0.5634], [-0.0317, -0.1543, -0.1024], [0.0031, 1.8632, -1.6463], [-1.4922, -2.1115, -0.7595], [-2.3492, -1.0504, 0.3421], [-2.1810, -0.6105, -1.3454], [1.7583, -1.8917, 0.2450], [1.2936, -1.8188, -1.4494], [2.3586, -0.5972, -0.7808], [0.8335, 1.0813, 1.8967], [-0.8955, 0.8493, 2.0288], [0.1945, -0.4838, 2.3820], [0.3627, 3.9001, -0.9065]], "forces_ev_per_angstrom": [[0.7, 0.3, 0.2], [-0.5, 0.4, 0.1], [0.0, 0.0, -0.8], [0.2, 0.5, 0.7], [-0.1, 0.6, -0.7], [-0.1, -1.7, 0.6], [0.1, -0.2, 0.0], [-0.1, 0.0, 0.2], [-0.1, 0.1, -0.2], [0.0, -0.1, 0.2], [-0.1, 0.0, -0.1], [0.1, 0.1, 0.0], [0.2, 0.1, 0.0], [-0.2, 0.1, 0.0], [0.0, -0.2, 0.0], [0.0, 0.0, -0.2]], "mulliken_charge": [-1.0963, -1.0670, -1.0190, -0.4356, 0.4323, 0.0191, 0.3098, 0.3082, 0.3474, 0.3228, 0.3200, 0.3332, 0.3098, 0.3003, 0.3626, 0.2522], "smiles": "[H]/N=P/[Si](C)(C)C", "fmax_ev_per_a": 1.81, "e_homo_ev": -7.8, "lumo_energy_ev": -0.074, "gap_ev": 7.8}

=====

Entry 2:
{"formula": "C4H4N2O", "method": "wB97M-V/def2-TZVPD", "elements": ["C", "C", "C", "C", "N", "N", "O", "H", "H", "H", "H"], "positions_angstrom": [[-1.2249, -0.5373, 0.3428], [-0.1438, -1.0336, -0.4342], [0.7530, 0.6913, -0.8353], [1.2177, 1.3844, 0.4984], [-1.0683, 0.6998, 0.8111], [-0.1228, 1.2987, 0.0712], [-0.0434, -2.0527, -1.2029], [-2.0452, -1.2029, 0.7717], [1.5819, 0.8421, 1.3027], [1.7833, 2.4033, 0.4334], [-0.6875, -2.4930, -1.7588]], "forces_ev_per_angstrom": [[-0.3, -1.1, 0.1], [0.3, 4.0, -0.4], [-2.6, -2.6, 2.4], [1.5, 3.4, -2.0], [-0.4, -0.2, -0.4], [0.7, -0.5, -0.2], [1.8, -1.3, -0.4], [1.2, 1.1, -0.6], [0.2, -1.4, 1.5], [-1.3, -1.8, -0.2], [-1.1, 0.5, 0.3]], "mulliken_charge": [-0.0764, 0.1932, -0.1703, -0.2746, -0.6385, 0.2474, -0.4495, 0.3534, 0.2749, 0.1860, 0.3544], "fmax_ev_per_a": 4.41, "e_homo_ev": -8.6, "lumo_energy_ev": -0.280, "gap_ev": 8.3}